[1]
{
  "formula": "C21H17N3O7S",
  "method": "wB97M-V/def2-TZVPD",
  "elements": ["C", "C", "C", "N", "C", "S", "C", "C", "C", "C", "N", "O", "O", "C", "C", "C", "O", "C", "O", "C", "N", "C", "C", "C", "C", "O", "O", "C", "C", "C", "C", "O", "H", "H", "H", "H", "H", "H", "H", "H", "H", "H", "H", "H", "H", "H", "H", "H", "H"],
  "coordinates": [[-1.39655, -3.50682, 3.17596], [-1.12901, -2.44290, 3.90750], [-1.26023, -1.01516, 3.46264], [-1.53845, -0.87533, 2.04846], [-0.55853, -1.03989, 1.11805], [1.06463, -1.32022, 1.72880], [2.00150, -1.36081, 0.15679], [2.21449, 0.01921, -0.36270], [1.49342, 0.50479, -1.43423], [1.68014, 1.81365, -1.86596], [0.91861, 2.30175, -2.98221], [0.13177, 1.54034, -3.50443], [1.10961, 3.44628, -3.33707], [2.57795, 2.65843, -1.22634], [3.31486, 2.18473, -0.15808], [3.14384, 0.86308, 0.27084], [3.84887, 0.35163, 1.30649], [4.89176, 1.17081, 1.79592], [4.54612, 2.50449, 1.88330], [4.27974, 3.05295, 0.60456], [-0.72641, -0.99847, -0.15513], [-1.98340, -0.76355, -0.64211], [-2.18609, -0.71713, -2.02463], [-3.45240, -0.46783, -2.51974], [-3.69985, -0.39692, -3.98233], [-4.73453, -0.02906, -4.47916], [-2.65476, -0.79700, -4.71400], [-4.53470, -0.25962, -1.65359], [-4.34558, -0.30945, -0.29392], [-3.07261, -0.56106, 0.22461], [-2.86445, -0.62086, 1.66743], [-3.72501, -0.46574, 2.50713], [-1.29398, -4.50164, 3.57145], [-1.73366, -3.43820, 2.15434], [-0.80083, -2.54457, 4.93221], [-2.10321, -0.55372, 3.99075], [-0.34616, -0.46296, 3.70652], [2.94487, -1.83594, 0.42259], [1.42686, -1.96695, -0.53882], [0.77314, -0.12169, -1.93421], [2.68881, 3.67631, -1.56752], [5.10714, 0.81636, 2.80676], [5.77754, 1.03023, 1.14665], [3.85765, 4.04329, 0.78422], [5.21960, 3.16670, 0.03952], [-1.35747, -0.86068, -2.69791], [-2.85110, -0.69244, -5.65794], [-5.50538, -0.06184, -2.08090], [-5.15854, -0.15656, 0.39947]],
  "lowdin_charge": [0.018, -0.163, -0.186, -0.005, -0.556, 1.061, -0.358, -0.199, 0.052, -0.134, -0.362, 0.077, 0.081, 0.063, -0.102, -0.167, 0.006, -0.199, -0.062, -0.127, 0.103, -0.183, 0.066, -0.114, -0.485, 0.115, 0.116, 0.004, 0.014, -0.055, -0.356, 0.092, 0.058, 0.065, 0.103, 0.130, 0.103, 0.087, 0.086, 0.106, 0.132, 0.149, 0.152, 0.141, 0.140, 0.116, 0.137, 0.121, 0.123],
  "homo_lumo_gap_ev": 8.1,
  "e_lumo_ev": -0.418,
  "homo_energy_ev": -8.6,
  "smiles": "C=CCn1c(SCc2cc([N+](=O)[O-])cc3c2OCOC3)nc2cc(C(=O)O)ccc2c1=O"
}

[2]
{
  "formula": "C4H9NO2",
  "method": "wB97M-V/def2-TZVPD",
  "elements": ["C", "C", "C", "C", "O", "N", "O", "H", "H", "H", "H", "H", "H", "H", "H", "H"],
  "coordinates": [[2.01097, -0.90255, -0.05659], [0.77408, -0.24937, -0.50517], [0.09560, 0.51275, 0.59696], [-1.15305, 1.27279, -0.05672], [-2.09364, 0.36928, -0.70445], [-2.54121, -0.52412, 0.26717], [-3.44607, -1.16270, 0.02856], [1.69680, -1.85494, 0.48018], [2.58736, -1.17743, -0.94250], [2.68138, -0.26969, 0.62130], [1.03093, 0.40263, -1.35705], [0.09474, -1.02985, -0.88169], [-0.19323, -0.13042, 1.46165], [0.89922, 1.04047, 1.18618], [-0.69283, 1.86429, -0.87633], [-1.75106, 1.83885, 0.73849]],
  "lowdin_charge": [-0.146, -0.346, -0.213, -0.164, -0.113, -0.098, 0.102, 0.099, 0.069, 0.098, 0.119, 0.114, 0.109, 0.121, 0.120, 0.130],
  "homo_lumo_gap_ev": 10.5,
  "e_lumo_ev": 0.687,
  "homo_energy_ev": -9.9,
  "smiles": "CCCCON=O"
}

[3]
{
  "formula": "C9H12F4KN2O17S4",
  "method": "wB97M-V/def2-TZVPD",
  "elements": ["K", "N", "S", "O", "O", "F", "S", "O", "O", "F", "N", "S", "O", "O", "F", "S", "O", "O", "F", "C", "C", "O", "C", "O", "O", "H", "H", "H", "H", "C", "C", "O", "C", "O", "O", "H", "H", "H", "H", "C", "C", "O", "C", "O", "O", "H", "H", "H", "H"],
  "coordinates": [[0.31770, -0.27891, 0.20976], [-4.04637, -1.37590, -2.62852], [-4.46354, -2.82643, -2.36832], [-4.03276, -3.31843, -1.07225], [-4.57895, -3.73296, -3.48435], [-6.05872, -2.42966, -2.22343], [-2.37976, -1.66637, -2.83063], [-1.93181, -2.75647, -3.64762], [-1.60527, -1.46911, -1.63016], [-2.15376, -0.29315, -3.63877], [-0.91804, -5.43783, 1.39468], [-0.25773, -5.21614, 2.93412], [-1.20597, -4.63387, 3.84975], [1.10904, -4.79887, 3.05776], [-0.15318, -6.73654, 3.38711], [-0.14534, -4.30957, 0.68642], [1.14534, -4.70830, 0.17386], [-0.35420, -2.96217, 1.12380], [-0.90451, -4.31059, -0.74614], [-1.35248, 2.97243, 4.79401], [-2.17585, 1.79694, 5.30197], [-2.53480, 1.21855, 4.03798], [-1.62810, 1.54754, 3.10382], [-1.54932, 1.00261, 2.05452], [-0.78472, 2.48720, 3.59311], [-0.60006, 3.39918, 5.46339], [-1.92773, 3.89858, 4.67852], [-3.10994, 2.10850, 5.76432], [-1.69587, 0.98404, 5.84699], [0.51039, 1.82287, -2.85155], [-0.14074, 3.00840, -3.57235], [-1.29310, 3.27085, -2.79246], [-1.51847, 2.22424, -1.94070], [-2.44389, 2.15257, -1.20873], [-0.57428, 1.29782, -2.10607], [1.31687, 2.10379, -2.17204], [0.88651, 1.07114, -3.54338], [-0.24367, 2.80866, -4.63769], [0.61711, 3.79462, -3.52081], [6.20949, 1.54854, -1.06033], [5.36987, 2.77178, -0.70598], [4.03799, 2.30610, -0.72494], [4.02414, 0.96027, -0.86544], [3.01075, 0.35056, -0.84136], [5.30058, 0.49278, -0.98667], [7.09020, 1.47401, -0.42337], [6.56551, 1.63192, -2.09419], [5.54248, 3.59726, -1.39583], [5.70894, 3.15753, 0.25822]],
  "lowdin_charge": [0.881, -0.272, 0.450, -0.287, -0.307, -0.252, 0.564, -0.263, -0.346, -0.206, -0.255, 0.531, -0.299, -0.303, -0.197, 0.428, -0.310, -0.354, -0.202, -0.140, -0.085, 0.068, -0.560, 0.139, 0.070, 0.129, 0.130, 0.132, 0.139, -0.111, -0.124, 0.075, -0.573, 0.199, -0.020, 0.115, 0.142, 0.130, 0.122, -0.138, -0.130, 0.071, -0.528, 0.137, 0.086, 0.133, 0.133, 0.129, 0.128],
  "homo_lumo_gap_ev": 7.2,
  "total_charge": -1,
  "e_lumo_ev": 1.071,
  "homo_energy_ev": -6.1
}